DFT (wB97M-V/def2-TZVPD) results for C20H36GeILiN7O3 as an isolated structure.

As for the spin multiplicity: 2. The calculation puts the orbital gap (alpha / beta) at 7.11 / 3.72 eV. The LUMO energy (alpha / beta) is 0.0031 / -0.1214 hartree. Its highest occupied orbital energy (alpha / beta) is -7.025 / -7.025 eV.

```
69
Properties=species:S:1:pos:R:3:mulliken_charge:R:1
I 3.75 -0.58 -3.22 0.09
Ge 0.22 -0.25 2.53 -0.70
O -0.28 1.26 1.52 0.25
O -0.94 -1.31 1.43 0.17
O 1.59 -0.67 1.27 -0.05
N -2.67 -3.92 -2.97 -0.62
N -0.37 -3.56 -3.30 -1.02
N -1.95 2.28 -2.77 0.00
N -1.44 -2.25 -1.88 -0.15
N -0.50 1.00 -1.68 0.41
N -0.18 -1.91 -1.85 -0.27
N -1.51 -3.23 -2.74 1.19
C -2.37 -3.21 1.41 -1.62
C 2.48 -2.71 0.42 -1.15
C -1.22 3.43 1.51 -1.61
C 0.45 -2.70 -2.72 -0.17
C -1.76 1.27 -1.87 -0.80
C 3.97 -0.86 1.22 -1.60
C -0.70 2.69 -3.18 0.66
C 0.50 2.83 3.21 -1.94
C -0.28 3.70 -4.05 -1.07
C 0.04 2.61 1.77 1.58
C 2.65 -1.59 1.45 1.64
C 1.57 2.05 -2.65 -0.07
C -3.24 -0.91 0.89 -1.23
C 1.08 3.85 -4.21 -0.46
C 2.65 -2.20 2.86 -1.95
C 0.20 1.87 -2.49 -0.46
C -2.58 -1.51 3.22 -1.94
C 1.15 3.06 0.81 -1.13
C -2.25 -1.72 1.74 1.70
C 1.99 3.04 -3.52 -1.15
Li 0.10 -0.40 -0.14 1.27
H 1.50 -2.64 -2.96 0.25
H -3.46 -3.37 -2.67 0.26
H 2.55 -2.29 -0.58 -0.01
H 0.66 3.90 3.40 0.48
H -2.50 -0.45 3.47 0.37
H -0.99 4.34 -4.56 0.41
H 3.05 3.20 -3.67 0.46
H 0.77 3.11 -0.20 0.17
H 3.48 -2.91 2.96 0.46
H 2.77 -1.42 3.61 0.44
H 1.71 -2.73 3.04 0.37
H -2.57 0.76 -1.38 0.31
H -1.02 4.50 1.59 0.37
H -3.02 -1.10 -0.16 0.06
H 2.27 1.45 -2.09 0.90
H -1.87 -2.06 3.85 0.43
H -2.72 -4.23 -3.93 0.27
H -1.61 3.22 0.51 0.23
H 3.25 -3.48 0.54 0.50
H 1.46 4.61 -4.88 0.38
H -3.59 -1.85 3.44 0.46
H 3.97 -0.40 0.23 0.19
H -1.99 3.17 2.24 0.38
H -3.40 -3.56 1.54 0.38
H -0.26 2.47 3.91 0.41
H 1.50 -3.17 0.54 0.14
H 1.54 4.04 1.10 0.48
H 4.10 -0.07 1.96 0.37
H 1.97 2.33 0.84 0.02
H 4.82 -1.55 1.28 0.38
H -2.07 -3.38 0.38 0.24
H 1.43 2.30 3.40 0.40
H -4.27 -1.19 1.11 0.52
H -1.72 -3.80 2.06 0.37
H -3.09 0.15 1.11 0.10
H -2.83 2.65 -3.07 0.22
```

DFT (wB97M-V/def2-TZVPD) results for a 5-piece molecular cluster, C20H36N4O20P2S5 overall.

The calculation puts the orbital gap at 8.37 eV. The SMILES is CCCCN[C@](C#N)(CC(=O)OC(C)=O)[C@](C#N)([PH2]=S)P(N)O.O=S1(=O)OCCO1.O=S1(=O)OCCO1.O=S1(=O)OCCO1.O=S1(=O)OCCO1. The LUMO energy is -0.0053 hartree. Its highest occupied orbital energy is -8.514 eV.

```
87
Properties=species:S:1:pos:R:3:mulliken_charge:R:1
S 3.32 3.23 -3.44 -0.33
S -1.66 3.81 1.90 1.00
S -6.00 4.16 -2.70 1.10
S -2.96 0.19 0.06 1.24
S -0.17 -5.76 3.60 1.06
P 6.31 -0.13 -1.76 0.13
P 4.67 1.83 -3.39 0.03
O -2.86 1.25 0.99 -0.55
O -0.88 2.64 2.08 -0.34
O -5.68 5.50 -3.02 -0.60
O -7.60 4.02 -2.61 -0.31
O 0.10 -6.63 2.27 -0.29
O 1.25 -1.90 -0.93 -0.31
O -1.78 -5.91 3.64 -0.31
O -2.16 -1.09 0.63 -0.19
O 2.61 -3.71 -0.84 -0.44
O -1.84 4.77 2.93 -0.64
O 4.21 -4.18 0.71 -0.49
O 0.15 -4.40 3.32 -0.44
O 7.56 0.83 -2.37 -0.45
O -1.15 4.57 0.58 -0.35
O -5.78 3.25 -4.00 -0.32
O -3.11 3.38 1.34 -0.24
O -4.45 -0.43 0.15 -0.34
O -5.43 3.49 -1.57 -0.52
O -2.62 0.35 -1.31 -0.67
O 0.37 -6.45 4.71 -0.58
N 5.12 2.71 0.15 -0.49
N 6.81 -0.50 -0.11 -0.66
N 2.26 -0.22 -3.90 -0.52
N 2.41 0.80 -0.69 -0.07
C 3.64 -1.44 -0.98 -1.43
C 2.14 -3.66 1.68 -0.64
C -2.06 4.34 -0.50 -0.29
C -6.97 2.49 -4.26 -0.31
C 2.38 2.80 2.04 -0.46
C 3.38 0.03 -1.47 1.51
C 3.44 2.30 3.08 -1.10
C -1.08 -7.39 1.96 -0.36
C 4.71 0.88 -1.73 0.90
C 4.92 1.99 -0.69 -0.41
C 2.73 -0.15 -2.87 -0.84
C -3.40 4.12 0.16 -0.13
C -8.10 3.38 -3.79 -0.36
C 1.54 1.61 1.47 -0.85
C -4.35 -1.85 0.33 -0.48
C 3.09 -3.89 0.48 0.64
C -2.23 -6.52 2.43 -0.15
C 2.42 0.49 0.76 0.63
C 2.34 -2.31 -0.93 0.02
C -3.09 -2.05 1.14 -0.08
H 5.94 2.49 -3.41 0.15
H -5.24 -2.23 0.84 0.32
H -4.27 -2.31 -0.65 0.34
H 4.39 1.95 2.62 0.18
H -2.44 -5.73 1.70 0.08
H -9.00 2.82 -3.56 0.31
H 2.99 1.42 3.60 0.28
H 3.47 0.48 1.14 -0.01
H 3.57 3.08 3.85 0.41
H 1.07 -3.63 1.38 0.29
H 0.76 1.92 0.75 0.15
H 6.03 -0.30 0.52 0.32
H 2.36 -2.68 2.18 0.19
H -1.03 -8.32 2.53 0.29
H 2.23 -4.43 2.46 0.35
H -3.14 -7.10 2.61 0.34
H -2.69 -3.06 1.04 -0.01
H 6.97 -1.51 -0.14 0.33
H 4.14 -1.47 0.02 0.62
H -3.25 -1.83 2.20 0.31
H -3.85 5.08 0.46 0.25
H -7.04 2.24 -5.31 0.32
H -4.10 3.58 -0.49 0.31
H -8.33 4.15 -4.52 0.30
H 1.07 1.11 2.34 0.33
H 1.95 -0.48 1.04 -0.32
H 2.80 3.37 1.18 0.34
H -2.06 5.19 -1.18 0.36
H 4.67 0.94 -4.49 0.16
H -6.91 1.57 -3.67 0.27
H 4.32 -2.02 -1.65 0.73
H -1.73 3.44 -1.04 0.24
H 1.49 0.61 -1.07 0.52
H 1.68 3.49 2.56 0.32
H 7.95 1.30 -1.61 0.33
H -1.12 -7.61 0.90 0.34
```

DFT (wB97M-V/def2-TZVPD) results for a 2-piece molecular cluster, C20H36N5O7P overall.

The calculation puts the orbital gap at 8.57 eV. The SMILES is CCN1C(=O)c2c(N)c(CCC(C)C)c(CC(N)(N)N)c(O)c2C1=O.COP(=O)(OC)OC. The LUMO energy is -0.0003 hartree. Its highest occupied orbital energy is -8.580 eV.

```
69
Properties=species:S:1:pos:R:3:mulliken_charge:R:1
P -0.05 -4.06 -0.68 1.29
O -1.18 -5.17 -0.57 -0.35
O 0.17 1.08 -4.53 -0.66
O 0.90 -4.31 0.58 -0.29
O -2.92 2.65 0.19 -0.70
O 0.69 -4.02 -1.94 -0.73
O -0.87 -2.77 -0.31 -0.41
O -3.89 1.71 -2.58 -0.61
N -2.83 3.70 2.67 -0.57
N -2.00 0.93 -3.67 0.29
N 1.97 1.61 -2.21 -0.50
N -2.12 1.40 2.56 -0.52
N -1.09 2.90 4.09 -0.78
C -1.67 2.78 2.72 0.70
C 3.70 -0.29 2.54 -1.50
C 1.99 2.56 0.50 -1.85
C -0.41 1.67 -2.21 0.43
C -1.78 -1.55 -3.90 -1.02
C 0.30 -4.61 1.85 -0.73
C -2.69 1.53 -2.60 -0.05
C 3.60 0.71 1.38 0.24
C 0.68 2.35 -0.24 0.11
C -1.69 2.37 -0.35 -0.55
C -0.51 3.18 1.77 -2.02
C -1.61 1.90 -1.61 0.97
C 2.21 1.35 1.47 -0.21
C -0.53 2.62 0.36 1.30
C 0.75 1.88 -1.54 0.03
C -0.16 -1.52 -0.37 -0.47
C -2.52 -0.28 -4.31 -0.55
C 3.77 -0.11 0.09 -0.97
C -0.80 -6.52 -0.87 -0.75
C -0.64 1.19 -3.62 -0.04
H 1.85 3.46 1.10 0.56
H -2.89 1.30 3.21 0.33
H 4.62 -0.77 0.24 0.51
H 4.59 -0.91 2.48 0.46
H 1.97 1.62 2.50 0.55
H -3.23 1.86 0.65 0.26
H 2.61 2.39 -2.05 0.33
H -0.70 -4.21 1.93 0.36
H 0.18 -1.33 -1.39 0.31
H -1.96 -2.29 -4.69 0.46
H 0.39 2.88 2.28 0.42
H 3.62 0.22 3.50 0.39
H -2.81 4.25 1.82 0.27
H 0.28 -5.69 1.99 0.27
H -0.46 4.27 1.71 0.28
H 3.90 0.51 -0.79 0.23
H -0.68 3.83 4.16 0.29
H 0.69 -1.54 0.31 0.18
H -2.73 4.37 3.42 0.29
H 2.81 -0.93 2.47 0.22
H 1.77 1.67 -3.21 0.23
H -3.57 -0.40 -4.07 0.37
H -1.87 2.90 4.75 0.31
H -1.39 0.83 2.97 0.27
H 2.83 2.66 -0.18 0.91
H 4.38 1.48 1.44 0.40
H 0.25 -6.70 -0.64 0.36
H 2.90 -0.75 -0.01 0.01
H -0.70 -1.44 -3.83 0.30
H 0.93 -4.17 2.63 0.27
H -0.84 -0.73 -0.06 0.09
H -0.98 -6.72 -1.92 0.26
H -2.45 -0.16 -5.39 0.32
H -1.41 -7.18 -0.26 0.24
H -2.15 -2.00 -2.98 0.22
H 1.50 0.57 1.20 -0.03
```

DFT (wB97M-V/def2-TZVPD) results for a 4-piece molecular cluster, C20H36O17P2 overall.

The calculation puts the orbital gap at 8.80 eV. The SMILES is COCCCCCCCC[C@@H](OC(=O)P(O)O)P(=O)(O)O.O=C1OCCO1.O=C1OCCO1.O=C1OCCO1. The LUMO energy is -0.0053 hartree. Its highest occupied orbital energy is -8.947 eV.

```
75
Properties=species:S:1:pos:R:3:mulliken_charge:R:1
P -5.72 -3.35 2.63 0.77
P -6.30 -1.02 0.20 0.30
O -5.74 -0.26 -1.15 -0.48
O 2.31 4.02 1.88 -0.52
O -5.57 -4.63 3.57 -0.58
O 5.65 -2.67 -0.76 -0.34
O 2.99 9.21 -3.80 -0.33
O 1.38 5.71 0.72 -0.34
O 3.28 -0.26 1.28 -0.32
O -6.10 -3.81 0.03 -0.38
O 0.77 3.62 0.28 -0.28
O 5.74 -0.98 -2.20 -0.36
O 2.88 7.37 -2.57 -0.30
O 2.16 7.31 -4.70 -0.51
O -6.87 -2.79 -1.78 -0.50
O -7.11 -2.91 2.55 -0.60
O 5.03 -3.00 -2.90 -0.54
O -7.92 -0.78 0.15 -0.46
O -4.74 -2.24 3.25 -0.51
C -4.32 -5.13 0.88 -0.80
C 2.69 1.02 1.44 -0.97
C 3.64 8.30 -1.80 -0.28
C 0.33 -2.18 0.06 -1.09
C 2.38 -1.35 1.40 -0.79
C 5.96 -0.41 -0.91 0.00
C -1.79 -5.42 0.53 -1.15
C 1.56 4.41 1.04 0.65
C -1.09 -4.12 0.98 -0.52
C 0.07 -3.70 0.06 -0.53
C 6.34 -1.62 -0.08 -0.29
C 5.43 -2.29 -2.04 0.68
C -5.01 -3.77 0.97 -0.24
C 3.29 9.62 -2.47 -0.33
C 2.63 7.91 -3.79 0.64
C 0.59 5.77 -0.48 -0.26
C -3.15 -5.17 -0.13 -0.93
C 1.82 -1.80 0.04 -0.37
C -6.43 -2.69 -0.67 0.70
C -0.14 4.45 -0.45 -0.31
H -3.80 -2.48 3.21 0.35
H 1.98 -0.97 -0.65 0.38
H 2.42 -2.63 -0.32 0.37
H 2.95 -2.16 1.86 0.29
H 7.41 -1.83 -0.11 0.29
H 6.74 0.35 -0.97 0.31
H -5.08 -5.85 0.58 0.42
H 1.57 -1.10 2.10 0.46
H -5.46 0.63 -0.90 0.33
H 1.26 5.86 -1.34 0.17
H -3.96 -5.43 1.87 0.39
H -3.35 -5.93 -0.88 0.44
H 3.46 1.71 1.76 0.35
H -1.82 -3.31 1.02 0.20
H -4.69 -4.81 3.91 0.36
H -1.96 -6.04 1.41 0.51
H 2.40 10.08 -2.04 0.26
H 2.27 1.37 0.49 0.30
H -0.32 4.02 -1.43 0.31
H -1.15 -6.00 -0.13 0.43
H 6.00 -1.56 0.95 0.24
H 1.91 1.02 2.20 0.44
H 0.98 -4.20 0.39 0.40
H -4.30 -2.99 0.68 0.73
H -0.12 -1.77 0.97 0.41
H 3.35 8.25 -0.75 0.30
H 5.04 0.04 -0.56 0.00
H -3.12 -4.22 -0.66 0.50
H -0.69 -4.26 1.99 0.34
H -0.20 -1.71 -0.77 0.39
H 4.70 8.06 -1.89 0.25
H -8.13 0.10 0.47 0.32
H -1.08 4.50 0.11 0.25
H -0.06 6.64 -0.44 0.34
H -0.15 -4.05 -0.95 0.34
H 4.10 10.34 -2.47 0.30
```

DFT (wB97M-V/def2-TZVPD) results for C20H36O18 as an isolated structure.

The calculation puts the orbital gap at 8.56 eV. The calculation puts the energy above the lowest of the compared OMol25 structures with the same formula, charge and spin at 1901.8 kJ/mol. The LUMO energy is -0.0101 hartree. Its highest occupied orbital energy is -8.839 eV.

```
74
Properties=species:S:1:pos:R:3:mulliken_charge:R:1
O 0.88 1.33 -2.55 -0.51
O -2.69 -0.95 -1.27 -0.29
O 3.00 2.90 3.15 -0.47
O 2.54 2.62 -3.43 -0.62
O 0.34 -0.99 1.11 -0.33
O 2.06 2.66 -1.21 -0.56
O 3.60 0.92 2.33 -0.57
O 3.25 -0.16 -1.41 -0.31
O -1.47 0.49 1.60 -0.20
O 2.29 -0.70 0.58 -0.43
O 0.05 1.69 2.67 0.03
O -0.47 -0.93 -0.45 0.92
O -0.70 -1.96 3.06 -0.74
O 1.76 -1.74 -1.31 0.15
O 0.50 -3.04 0.48 -0.87
O -1.00 -1.56 -2.62 -0.05
O -2.08 1.40 3.45 -0.49
O 5.24 2.46 2.91 -0.63
C 1.86 2.23 -2.49 0.17
C 0.61 2.77 0.66 -0.99
C -3.22 0.66 3.02 -0.73
C -3.35 -1.27 -2.52 0.02
C -2.90 0.26 1.59 0.39
C -1.30 -1.16 -1.33 0.69
C 2.49 -0.89 -0.58 0.10
C -1.09 1.22 2.60 0.27
C 1.74 2.22 2.99 -1.47
C 1.24 1.85 -0.32 3.37
C 0.23 1.21 -1.27 1.08
C -3.16 -1.20 1.22 -1.20
C 2.22 0.95 2.26 2.46
C -4.35 -0.20 -2.92 -1.48
C 0.88 -1.51 -3.48 -0.85
C 3.10 -0.58 -2.74 -0.47
C 1.85 -0.40 2.88 -1.42
C 4.05 2.08 2.87 0.42
C 2.18 -1.75 -2.65 0.22
C -2.18 -1.58 -3.49 -0.73
H 2.56 0.27 -3.15 0.11
H -2.65 -1.44 0.28 -0.02
H -0.58 -1.50 2.23 0.31
H 0.77 -2.94 -0.43 0.52
H 1.41 1.88 3.98 0.60
H -0.16 -1.47 3.68 0.47
H -0.29 -0.49 0.59 -0.88
H 1.50 3.18 1.14 0.63
H 0.29 -2.43 -3.43 0.29
H 4.04 -0.57 -3.29 0.33
H -0.70 1.76 -1.26 1.07
H 1.90 1.07 0.06 0.46
H -5.23 -0.52 -3.49 0.37
H 0.05 0.15 -1.05 -1.83
H 0.19 2.13 1.43 -1.66
H -0.13 3.54 0.48 0.37
H -2.72 -1.79 2.02 0.46
H -3.78 0.58 -3.42 0.40
H 2.02 -0.50 3.96 0.54
H -3.86 -2.20 -2.27 0.48
H 0.42 -2.14 0.80 0.43
H 0.41 -0.62 -3.07 0.15
H 0.78 -0.58 2.78 -1.05
H 1.87 1.09 1.24 -1.66
H 2.69 -2.64 -3.02 0.39
H -4.15 1.22 3.11 0.35
H 1.19 -0.75 0.74 0.93
H -3.47 0.90 0.93 0.41
H -2.38 -2.57 -3.90 0.26
H 0.92 2.79 2.55 0.71
H 2.35 -1.27 2.46 0.33
H -2.11 -0.77 -4.22 0.47
H -4.74 0.27 -2.02 0.29
H -3.33 -0.26 3.61 0.35
H -4.22 -1.44 1.08 0.51
H 1.13 -1.29 -4.52 0.26
```

DFT (wB97M-V/def2-TZVPD) results for C20H36O18PS2Tl as an isolated structure.

The calculation puts the orbital gap at 6.12 eV. The calculation puts the energy above the lowest of the compared OMol25 structures with the same formula, charge and spin at 819.9 kJ/mol. The LUMO energy is -0.1388 hartree. Its highest occupied orbital energy is -9.894 eV.

```
78
Properties=species:S:1:pos:R:3:mulliken_charge:R:1
Tl 9.58 -13.21 -18.16 1.08
S 11.03 -11.64 -20.61 -0.11
S 7.08 -11.11 -17.96 0.11
P 8.47 -14.92 -19.69 2.09
O 13.16 -15.14 -20.73 -0.62
O 10.66 -11.62 -19.15 -0.47
O 8.55 -11.60 -17.73 -0.34
O 9.71 -19.87 -19.82 -0.37
O 11.51 -21.07 -20.48 -0.61
O 14.86 -14.79 -22.12 -0.56
O 5.02 -14.91 -16.96 -0.42
O 10.07 -14.77 -19.74 -0.53
O 4.75 -13.83 -18.76 -0.51
O 8.30 -15.02 -18.14 -1.17
O 8.09 -13.42 -19.84 0.42
O 7.74 -15.97 -20.66 -0.72
O 12.88 -15.62 -22.88 -0.52
O 9.09 -13.50 -23.42 -0.51
O 3.21 -13.55 -17.01 -0.60
O 11.46 -18.69 -20.56 -0.51
O 8.09 -11.74 -24.46 -0.66
O 6.99 -13.20 -23.17 -0.47
C 13.75 -15.15 -21.98 0.30
C 11.59 -15.71 -22.32 1.86
C 11.74 -13.32 -20.84 -1.00
C 9.22 -18.65 -20.24 0.46
C 8.23 -18.13 -19.25 -0.75
C 5.99 -15.50 -17.84 0.84
C 6.32 -15.30 -22.37 -2.36
C 5.87 -12.22 -17.02 -0.02
C 8.08 -12.73 -23.70 0.14
C 11.91 -15.75 -20.86 0.57
C 8.74 -14.30 -22.31 -0.08
C 4.21 -14.06 -17.52 0.18
C 10.49 -17.72 -20.25 1.76
C 7.21 -14.17 -22.12 2.53
C 6.75 -11.50 -19.68 -0.49
C 5.85 -14.60 -19.05 0.44
C 10.96 -19.97 -20.25 0.38
C 9.40 -11.88 -21.49 -0.88
C 5.73 -16.96 -18.13 -1.10
C 10.92 -16.99 -22.86 -1.52
H 6.75 -13.98 -19.15 -0.83
H 8.55 -17.56 -18.37 0.49
H 9.25 -14.22 -21.35 -1.53
H 8.88 -12.73 -21.05 -0.28
H 6.88 -13.67 -21.21 -0.14
H 6.09 -15.43 -23.42 0.41
H 11.04 -14.83 -22.63 -0.22
H 7.01 -15.38 -17.47 0.48
H 10.34 -16.89 -20.93 -2.48
H 8.86 -15.36 -22.51 0.48
H 12.41 -13.32 -21.70 0.78
H 6.30 -13.21 -17.20 -0.41
H 9.84 -16.99 -22.66 0.15
H 5.84 -15.29 -19.90 0.63
H 10.96 -14.06 -20.97 -0.84
H 6.50 -17.16 -18.87 0.26
H 7.71 -17.34 -19.79 -0.78
H 5.32 -15.32 -21.94 0.45
H 12.23 -13.75 -19.97 0.90
H 6.57 -16.21 -21.83 0.27
H 4.85 -12.06 -17.36 0.38
H 11.87 -16.76 -20.44 0.23
H 5.88 -10.94 -20.02 0.70
H 6.62 -12.55 -19.95 0.19
H 8.72 -18.70 -21.21 0.44
H 10.96 -17.06 -23.94 0.39
H 4.79 -17.14 -18.66 0.32
H 5.87 -11.94 -15.97 0.44
H 7.55 -11.15 -20.33 -0.19
H 11.40 -17.89 -22.48 0.47
H 8.70 -11.05 -21.44 1.12
H 9.51 -11.97 -22.57 0.66
H 10.83 -17.44 -19.25 0.68
H 11.22 -15.15 -20.26 0.13
H 5.73 -17.72 -17.35 0.38
H 7.43 -18.85 -19.09 0.58
```

no.,electronic energy (eV)
1,-102721.01422
2,-140981.29658
3,-52399.36108
4,-74711.19220
5,-58158.09609
6,-93816.04583